{
  "formula": "C4H7FN2S",
  "method": "wB97M-V/def2-TZVPD",
  "lumo_ev": -0.0919,
  "gap_ev": 7.942,
  "spin_multiplicity": 1,
  "total_energy_ev": -20791.3907,
  "elements": ["C", "C", "C", "C", "H", "H", "H", "H", "H", "H", "H", "N", "N", "F", "S"],
  "coordinates": [[0.45, -0.77, -1.48], [0.36, -0.04, -0.38], [-0.14, 1.39, -0.41], [0.35, -0.65, 0.95], [-0.22, -0.82, -3.71], [-0.34, 0.72, -2.45], [0.80, -1.81, -1.37], [0.53, 2.04, -1.12], [-0.34, 1.75, 0.66], [0.29, -2.59, 1.83], [-0.24, -2.40, 0.27], [0.28, -0.17, -2.68], [0.00, -1.92, 1.10], [-1.35, 1.33, -1.37], [0.23, 0.38, 2.32]]
}

{
  "formula": "C4H7FO",
  "method": "wB97M-V/def2-TZVPD",
  "lumo_ev": 1.0953,
  "smiles": "C[C@H](F)[C@H]1CO1",
  "gap_ev": 11.405,
  "spin_multiplicity": 1,
  "total_energy_ev": -9023.6185,
  "elements": ["C", "C", "F", "C", "C", "O", "H", "H", "H", "H", "H", "H", "H"],
  "coordinates": [[1.46, 1.18, 0.02], [0.79, -0.16, 0.38], [1.53, -1.20, -0.16], [-0.51, -0.11, -0.27], [-1.97, -0.53, 0.19], [-1.57, 0.81, -0.11], [0.77, 1.88, 0.70], [1.28, 1.55, -1.18], [2.47, 1.11, 0.35], [0.71, -0.32, 1.39], [-0.26, -0.33, -1.32], [-2.27, -0.80, 1.19], [-2.54, -1.04, -0.71]]
}

{
  "formula": "C4H7FS",
  "method": "wB97M-V/def2-TZVPD",
  "lumo_ev": 0.8739,
  "smiles": "CCS/C=C/F",
  "gap_ev": 9.876,
  "spin_multiplicity": 1,
  "total_energy_ev": -17812.8560,
  "elements": ["C", "C", "S", "C", "C", "F", "H", "H", "H", "H", "H", "H", "H"],
  "coordinates": [[0.06, 0.18, -1.72], [-0.64, 0.96, -0.61], [0.43, 1.44, 0.78], [0.82, -0.13, 1.32], [0.03, -0.97, 2.05], [0.40, -2.29, 2.06], [-0.66, -0.14, -2.53], [0.49, -0.76, -1.25], [0.94, 0.75, -2.08], [-1.54, 0.47, -0.30], [-0.93, 1.96, -0.94], [1.58, -0.62, 0.71], [-0.98, -0.84, 2.50]]
}

> What is the formula in the second record?

C4H7FO